DFT (ωB97M-V/def2-TZVPD) results for a 2-piece molecular cluster, C10H16 overall in a non-equilibrium geometry.

HOMO energy (Eh): -0.3291
Total charge: 0
Relative energy (zero: lowest compared OMol25 entry of this formula, charge and spin) (kcal/mol): 32.1
SMILES string: Cc1ccccc1.CCC
HOMO-LUMO gap (eV): 9.90

XYZ file:
```
26
Properties=species:S:1:pos:R:3:forces:R:3:nbo_charge:R:1
C -1.396920 -1.858703 1.447586 -0.303 -1.285 1.833 -0.64
C -1.388078 -0.984476 0.289513 -0.430 0.680 -4.841 -0.02
C -1.989251 0.272316 0.157812 -0.856 0.254 3.094 -0.21
C -1.819366 1.162252 -0.860259 0.531 1.348 -1.303 -0.22
C -1.047165 0.776325 -1.930904 -0.729 -1.510 -2.138 -0.21
C -0.754498 -0.600215 -2.113735 0.062 0.807 0.774 -0.22
C -0.918495 -1.446565 -1.008295 1.555 0.185 1.593 -0.21
H -1.143951 -2.898591 1.216121 -0.089 0.175 -0.368 0.22
H -2.349867 -1.921219 2.019023 0.439 0.378 -0.505 0.23
H -0.631615 -1.581849 2.170755 0.060 0.319 0.154 0.23
H -2.590099 0.669843 0.984031 0.188 -0.376 0.069 0.20
H -2.251539 2.197650 -0.925318 0.342 -1.269 0.672 0.22
H -0.947737 1.417249 -2.805785 0.200 0.118 0.313 0.21
H -0.386134 -0.968905 -3.091981 -0.064 0.228 0.927 0.22
H -0.343945 -2.385012 -1.008436 -0.832 -0.024 -0.246 0.21
C 2.396089 0.798377 2.240441 -0.102 0.983 1.935 -0.60
C 2.326101 1.346689 0.841180 -2.514 -0.047 0.200 -0.40
C 2.965222 0.444901 -0.175292 1.314 -1.220 0.022 -0.62
H 1.781491 -0.065579 2.406926 -0.526 -0.611 -0.329 0.20
H 1.972038 1.562136 2.968152 0.713 -0.793 -0.688 0.20
H 3.385313 0.470221 2.594034 -0.008 0.497 -0.267 0.20
H 1.154326 1.446974 0.668380 2.365 0.028 -0.152 0.20
H 2.736860 2.333979 0.808514 0.228 0.670 0.028 0.20
H 3.561958 0.903690 -0.977541 0.085 0.182 0.623 0.21
H 3.550582 -0.411230 0.301424 -0.451 1.271 -0.544 0.20
H 2.196045 -0.029925 -0.705373 -1.177 -0.989 -0.858 0.22
```
Positions in Å, forces in eV/Å.